No. 1
DFT (ωB97M-V with the def2-TZVPD basis set) results for a single C5H10O molecule in a non-equilibrium geometry.

## Properties
E_LUMO: 0.99 eV
SMILES: CC1(O)CCC1
Total charge: 0

Each line ends with the natural charge from an NBO analysis.
Atoms and positions in Å:
O  1.00  -1.55  0.43  -0.71
C  -0.67  -0.43  -0.94  -0.45
C  1.63  0.59  -0.47  -0.62
C  -1.50  0.27  0.14  -0.40
C  0.53  -0.29  0.03  0.29
C  -0.39  0.35  1.20  -0.47
H  -0.44  1.36  1.66  0.21
H  -0.43  -0.33  2.06  0.21
H  0.22  -2.12  0.47  0.46
H  2.19  0.14  -1.30  0.22
H  -2.38  -0.26  0.47  0.21
H  2.30  0.82  0.35  0.22
H  -1.70  1.29  -0.18  0.20
H  1.19  1.53  -0.83  0.21
H  -0.96  -1.46  -1.18  0.20
H  -0.57  0.09  -1.91  0.21

***

No. 2
DFT (ωB97M-V with the def2-TZVPD basis set) results for a single C5H10O molecule in a non-equilibrium geometry.

## Properties
E_LUMO: 1.07 eV
SMILES: C[C@@H]1OC[C@@H]1C
Total charge: 0

Each line ends with the natural charge from an NBO analysis.
Atoms and positions in Å:
O  1.09  -1.31  0.69  -0.53
C  0.82  0.10  0.70  0.09
C  -0.14  -1.68  0.14  -0.06
C  -1.52  0.88  -0.15  -0.65
C  -0.70  -0.06  0.71  -0.28
C  1.40  0.73  -0.58  -0.64
H  1.21  1.81  -0.63  0.21
H  -1.37  1.94  0.13  0.22
H  -0.42  -2.68  0.55  0.19
H  2.49  0.57  -0.58  0.22
H  1.00  0.27  -1.49  0.20
H  -1.11  -0.95  1.18  0.28
H  -0.26  -1.69  -0.94  0.16
H  -2.59  0.69  -0.09  0.22
H  -1.20  0.81  -1.20  0.20
H  1.30  0.57  1.57  0.17

***

No. 3
DFT (ωB97M-V with the def2-TZVPD basis set) results for C5H10O as an isolated structure in a non-equilibrium geometry.

## Properties
E_LUMO: 1.01 eV
Total charge: 0

Each line ends with the natural charge from an NBO analysis.
Atoms and positions in Å:
O  -1.73  0.28  0.99  -0.63
C  0.33  1.23  -0.47  -0.38
C  0.96  -0.81  0.22  -0.42
C  1.25  0.65  0.61  -0.41
C  -1.41  0.20  -0.18  0.40
C  -0.17  -0.36  -0.70  -0.27
H  -1.99  0.64  -1.01  0.13
H  -1.71  -1.66  0.73  0.05
H  1.78  -1.26  -0.35  0.21
H  0.74  1.56  -1.41  0.22
H  -0.18  -0.76  -1.72  0.24
H  -1.45  -2.13  0.21  -0.06
H  -0.30  2.06  -0.08  0.25
H  0.71  -1.48  1.05  0.23
H  2.28  0.99  0.50  0.21
H  0.89  0.85  1.62  0.23

***

No. 4
DFT (ωB97M-V with the def2-TZVPD basis set) results for a 2-piece molecular cluster, C5H10O overall.

## Properties
E_LUMO: 1.07 eV
SMILES: C[C@H]1CCC1=O.[H][H]
Total charge: 0

Each line ends with the natural charge from an NBO analysis.
Atoms and positions in Å:
O  -1.31  -1.52  -0.74  -0.53
C  1.79  -0.90  -0.14  -0.60
C  -0.77  0.94  -0.87  -0.54
C  -0.68  -0.53  -0.46  0.64
C  0.53  -0.28  0.45  -0.34
C  0.32  1.24  0.19  -0.40
H  -0.06  1.78  1.06  0.21
H  -2.71  -0.88  1.12  0.02
H  -2.79  -0.32  1.60  -0.02
H  1.74  -1.99  -0.07  0.22
H  -1.75  1.40  -0.73  0.24
H  1.90  -0.64  -1.20  0.20
H  0.38  -0.59  1.49  0.23
H  1.20  1.77  -0.19  0.21
H  2.69  -0.56  0.39  0.21
H  -0.46  1.09  -1.91  0.24

***

No. 5
DFT (ωB97M-V with the def2-TZVPD basis set) results for a single C5H10O molecule in a non-equilibrium geometry.

## Properties
E_LUMO: 1.06 eV
SMILES: C[C@@H]1OC[C@@H]1C
Total charge: 0

Each line ends with the natural charge from an NBO analysis.
Atoms and positions in Å:
O  -1.51  -0.81  -0.62  -0.53
C  0.47  -1.75  0.57  -0.64
C  -1.05  0.49  -1.06  -0.06
C  1.04  1.31  -0.06  -0.61
C  -0.31  0.71  0.24  -0.26
C  -0.66  -0.75  0.57  0.11
H  -0.47  0.36  -1.98  0.16
H  -1.28  -0.86  1.47  0.17
H  0.08  -2.77  0.62  0.22
H  1.67  0.66  -0.67  0.21
H  1.59  1.61  0.84  0.21
H  -0.87  1.40  0.89  0.20
H  1.11  -1.58  1.45  0.21
H  0.75  2.20  -0.66  0.21
H  -1.63  1.42  -1.27  0.17
H  1.09  -1.65  -0.32  0.21

***

No. 6
DFT (ωB97M-V with the def2-TZVPD basis set) results for a single C5H10O molecule.

## Properties
E_LUMO: 0.92 eV
SMILES: CC/C=C(\C)O
Total charge: 0

Each line ends with the natural charge from an NBO analysis.
Atoms and positions in Å:
O  0.11  0.81  -2.49  -0.68
C  -0.60  -1.05  0.71  -0.42
C  -1.24  -0.18  1.79  -0.60
C  -0.64  -0.43  -0.66  -0.29
C  1.63  0.69  -0.60  -0.68
C  0.32  0.31  -1.22  0.31
H  -1.54  -0.58  -1.26  0.21
H  -1.13  -2.02  0.67  0.21
H  1.74  1.78  -0.59  0.22
H  -2.27  0.09  1.52  0.21
H  0.93  1.21  -2.80  0.47
H  0.43  -1.29  1.00  0.20
H  -1.28  -0.71  2.76  0.20
H  1.72  0.34  0.43  0.23
H  -0.68  0.75  1.93  0.20
H  2.48  0.28  -1.17  0.22

***

No. 7
DFT (ωB97M-V with the def2-TZVPD basis set) results for C5H10O as an isolated structure.

## Properties
E_LUMO: 1.06 eV
Total charge: 0

Each line ends with the natural charge from an NBO analysis.
Atoms and positions in Å:
O  -0.98  1.62  -0.90  -0.92
C  -1.99  -0.15  0.38  -0.81
C  -0.70  -0.14  -0.24  0.15
C  1.56  -1.11  0.45  -0.40
C  0.54  0.01  0.55  -0.29
C  1.85  0.23  -0.14  -0.40
H  2.07  -1.41  1.36  0.22
H  0.40  0.46  1.53  0.23
H  1.82  0.34  -1.22  0.22
H  -0.57  -0.62  -1.21  0.20
H  -2.02  -0.12  1.46  0.22
H  -1.22  1.60  -1.84  0.47
H  1.33  -1.94  -0.22  0.21
H  2.57  0.87  0.35  0.22
H  -1.89  1.13  -0.23  0.45
H  -2.77  -0.75  -0.10  0.22

***

No. 8
DFT (ωB97M-V with the def2-TZVPD basis set) results for a 2-piece molecular cluster, C5H10O overall.

## Properties
E_LUMO: 0.97 eV
SMILES: C/C=C1/CO1.C
Total charge: 0

Each line ends with the natural charge from an NBO analysis.
Atoms and positions in Å:
O  -0.37  1.66  -1.38  -0.48
C  -0.50  -2.26  0.09  -0.86
C  0.21  0.34  0.59  -0.24
C  -1.18  2.34  -0.38  -0.12
C  -0.59  1.06  -0.17  0.21
C  1.58  0.04  0.06  -0.65
H  0.14  -2.56  -0.74  0.21
H  0.09  -2.24  1.01  0.20
H  -0.90  -1.27  -0.12  0.23
H  2.13  0.98  0.20  0.22
H  -1.36  -2.92  0.21  0.21
H  2.11  -0.76  0.57  0.22
H  -2.21  2.54  -0.65  0.20
H  -0.09  0.09  1.60  0.22
H  -0.63  3.11  0.14  0.19
H  1.56  -0.16  -1.02  0.23